1.
A molecular structure, C26H60F18N3O22S6Zr at a distorted geometry. Source: the OMol25 dataset; level of theory: ωB97M-V/def2-TZVPD.

The value obtained for the HOMO energy is -9.784 eV. Its maximum force is 8.215 eV/A. The net charge is +1. The molar mass comes out at 1392.4 g mol⁻¹. The lowest unoccupied orbital energy comes out at -6.5 eV. For the HOMO-LUMO gap, the calculation gives 3.28 eV.

Geometry (Å):
H  -2.31348  4.52717  -5.43229
F  -0.71050  2.34980  -2.58741
F  -2.91735  -5.18925  -5.10085
H  0.39384  -5.83617  4.07110
C  3.80060  -0.05513  -3.43204
S  -0.39885  2.81244  2.47901
F  -0.59209  5.51969  2.77660
F  0.69882  3.15196  -1.15740
F  -4.04847  -4.43771  -3.44612
O  0.15731  4.62672  -6.59065
F  -2.81505  -3.01829  -0.18342
C  -1.54548  -2.48680  -0.10174
H  2.81173  -3.45449  -1.08992
H  -4.60595  -0.25919  3.89671
H  -0.79290  -3.86889  5.60906
C  -1.02019  4.10401  -7.10533
F  0.76673  2.21777  6.55493
H  5.25872  2.56635  1.49229
H  -4.51874  2.45699  -0.31194
F  1.92080  -4.59531  -3.65373
H  -5.20372  -1.51393  1.77483
C  3.02232  -1.41118  -3.52245
H  5.67602  5.28398  0.17008
F  -1.13098  1.46136  7.31116
H  4.48517  0.20816  -4.23836
H  -6.29936  3.78004  0.96098
C  0.24099  7.07573  -3.85852
H  5.26670  1.85746  0.03689
O  -3.05897  -7.19628  -1.94810
O  -1.78717  2.93023  4.79763
C  -0.31531  2.27084  -1.35436
C  -0.70983  -2.82566  5.30434
O  -0.05368  -0.37441  -2.15177
S  0.37781  0.47750  -1.05653
H  3.76938  -3.62199  0.47903
C  -0.11227  -2.70015  3.90527
H  0.28819  8.01896  -3.31427
C  1.89963  -2.57619  0.64859
C  3.51086  4.90990  0.58664
O  -0.12742  -1.30344  3.40782
H  4.68262  6.14661  -0.87239
H  -0.10797  5.39348  -6.07751
H  4.09820  3.67689  -0.78465
O  -3.68434  -2.54262  2.74780
N  0.04900  1.46388  3.54582
C  -5.21135  -1.16560  3.89291
O  2.93210  0.97407  1.39568
O  2.03734  -5.20043  2.88214
H  4.24226  -0.41282  0.89063
H  -5.11450  -1.76264  4.79969
O  0.54535  -6.40535  -1.73052
C  -5.03470  -2.06971  2.69714
H  -1.49632  4.75222  -7.84101
S  -2.25583  -6.31404  -2.80057
H  4.53862  0.17743  2.50397
H  6.28917  1.18269  1.36003
C  3.15204  -2.99339  -0.16273
H  2.90510  -5.55465  3.08982
F  0.26907  0.19003  6.29063
O  3.44179  3.69355  -0.08434
H  4.92438  0.72180  -2.12295
O  -1.71904  -5.15311  -2.10170
F  -4.45161  -6.55863  -4.36383
H  -0.71513  -3.28335  3.20918
H  -0.67449  3.22147  -7.64357
O  -1.82123  2.83287  2.08987
H  1.35611  5.95241  -2.30383
H  -4.45366  1.26946  0.93466
H  -6.22090  -0.78798  4.05508
H  -1.72521  -2.45349  5.16803
H  1.48746  -3.50716  1.03782
F  0.96347  -5.52318  -5.47518
O  1.83709  0.65798  -1.04255
H  2.93734  -2.25171  2.11046
H  3.18507  0.84354  -3.39192
H  -1.03387  -1.06686  3.61752
C  -1.89759  3.66666  -5.95638
H  -5.94490  2.78047  2.39279
H  -1.21064  7.88414  -4.73917
O  4.64346  -0.17784  -2.30552
H  3.54736  -2.30865  -3.84950
H  1.33709  -7.06821  3.53224
F  -0.89586  -2.67418  -1.25528
F  -0.85246  -3.19631  0.83809
S  -1.19311  1.65621  4.56318
C  4.68801  5.74338  0.14027
O  -6.15043  1.37889  -0.14529
F  0.30167  4.45730  4.51112
C  0.91782  -6.13251  3.16240
N  -1.23306  -7.18445  -3.75577
Zr  1.13978  0.13602  2.34730
H  -4.67260  3.64617  1.75425
H  0.90386  -3.09276  3.86713
O  -2.46089  0.12297  -0.55710
H  -2.81928  3.27789  -6.38931
S  0.31678  -6.68994  -3.17287
O  -0.98991  6.97564  -4.52117
C  -0.21277  1.37769  6.30934
H  2.58634  -1.63348  -2.54849
C  -5.56887  3.11898  1.42734
N  -0.00998  -0.05929  0.60785
O  -2.01061  0.47588  4.46902
H  3.65175  4.64565  1.63469
C  5.30328  1.55672  1.08394
H  0.80386  4.98557  -3.73838
O  2.21498  -1.74289  1.73509
H  -0.22474  5.36128  -2.41333
F  1.41697  4.85851  2.72263
O  1.06155  -7.76314  -3.71219
C  0.22595  4.55336  3.19923
C  -3.56077  -5.58347  -4.05233
O  -1.99911  -0.34998  1.76198
C  4.22306  0.48580  1.50726
H  -5.78054  -2.85962  2.78577
C  0.07901  -6.34503  1.90558
H  0.01643  -5.39673  1.37182
H  1.28522  -2.06629  -0.09344
H  2.57287  5.46120  0.52076
C  0.56532  5.78303  -3.03463
F  -0.19282  -4.35192  -4.20928
H  -1.33896  2.94323  -5.36251
H  -0.14428  -2.23951  6.02869
H  3.08380  1.71041  0.79870
F  -1.22066  2.52183  -0.49038
H  4.69327  6.69446  0.67273
C  -5.10815  2.02230  0.49535
S  -1.58149  -0.54116  0.37163
H  -3.69109  -3.38192  3.21380
H  3.80513  -2.18187  -0.48371
O  0.56998  2.31892  1.52015
C  0.81679  -5.12510  -4.18513
H  -6.14789  1.61750  -1.07517
H  0.99841  7.21143  -4.63053
H  2.16630  -1.45019  -4.19611
H  0.66583  -7.09739  1.37861
H  -0.90978  -6.76193  2.09684

Mulliken population analysis, charges in e, atoms 1 to 99:
1. H 0.30
2. F -0.07
3. F -0.21
4. H 0.10
5. C -0.18
6. S 0.23
7. F -0.17
8. F -0.02
9. F -0.22
10. O -0.51
11. F -0.16
12. C 0.33
13. H 0.29
14. H 0.02
15. H 0.40
16. C -0.38
17. F -0.21
18. H 0.31
19. H 0.19
20. F -0.18
21. H 0.15
22. C -0.59
23. H 0.34
24. F -0.22
25. H 0.45
26. H 0.34
27. C -0.64
28. H 0.14
29. O -0.71
30. O -0.43
31. C 0.23
32. C -1.20
33. O -0.42
34. S -0.06
35. H 0.51
36. C -0.28
37. H 0.47
38. C 0.75
39. C 0.04
40. O 1.70
41. H 0.39
42. H 0.24
43. H 0.16
44. O -0.26
45. N -0.04
46. C -0.91
47. O 0.60
48. O -0.42
49. H 0.03
50. H 0.30
51. O -0.53
52. C -0.31
53. H 0.31
54. S 1.02
55. H 0.39
56. H 0.49
57. C -1.55
58. H 0.25
59. F -0.18
60. O -0.18
61. H 0.23
62. O -0.41
63. F -0.20
64. H 0.05
65. H 0.29
66. O -0.38
67. H 0.15
68. H -0.27
69. H 0.48
70. H 0.28
71. H -0.02
72. F -0.26
73. O -0.21
74. H 0.17
75. H 0.08
76. H -0.75
77. C -0.71
78. H 0.30
79. H 0.30
80. O -0.49
81. H 0.50
82. H 0.47
83. F 0.02
84. F -0.18
85. S 0.35
86. C -1.53
87. O -0.56
88. F -0.12
89. C -0.23
90. N -0.54
91. Zr 1.99
92. H 0.21
93. H 0.40
94. O -0.40
95. H 0.41
96. S 0.95
97. O -0.50
98. C 0.48
99. H -0.43



2.
A molecular structure, C26H60F6NO20P4S2Ti at a distorted geometry. Source: the OMol25 dataset; level of theory: ωB97M-V/def2-TZVPD.

The value obtained for the HOMO energy (spin up / spin down) is -7.595 / -11.284 eV. As for the spin multiplicity: 5. Its maximum force is 7.165 eV/A. The net charge is +1. The molar mass comes out at 1056.6 g mol⁻¹. The lowest unoccupied orbital energy (spin up / spin down) comes out at -1.9 / -9.3 eV. For the HOMO-LUMO gap (spin up / spin down), the calculation gives 5.65 / 2.02 eV.

Geometry (Å):
C  7.29833  -0.39716  -3.61381
H  -4.61759  -2.13940  -3.21237
C  -4.81463  -1.07583  -3.07787
C  7.02362  2.94673  -2.76509
H  -1.73065  -3.82730  1.76804
H  -0.17003  4.88940  -0.59199
H  1.82034  -0.71764  -3.86056
H  -1.13102  -7.61222  2.98432
F  -0.03859  -0.46807  3.21535
H  -5.60553  -0.97874  -5.09204
C  1.20440  5.57688  3.13124
O  -5.87590  -3.23931  -1.49158
H  -1.87903  -5.61534  1.95299
C  0.45228  5.71664  -0.93330
C  2.59751  -0.70735  -4.62476
H  -0.87211  5.16106  2.65574
F  -1.74568  0.51652  2.34391
O  4.50754  1.08949  -1.47668
F  0.96642  1.57861  -2.92201
O  6.66761  0.22323  -2.45939
S  -0.14742  -0.98187  0.71638
C  -0.48193  -8.64909  4.76226
H  -0.61069  -9.47580  4.06364
H  6.03476  7.87226  1.29318
H  -1.02096  7.31854  -0.70843
O  3.62553  5.65686  1.43440
C  -0.41507  -7.44009  3.78799
H  3.62874  7.64303  0.86077
H  7.45821  0.33383  -4.40639
O  -6.35100  -1.35858  0.12398
C  -8.88956  -2.96541  -1.01102
H  -8.60679  -3.78552  -1.67099
C  6.63710  4.39341  -2.50953
H  -2.85939  -4.00673  7.50038
H  0.56962  -7.46509  3.32124
C  -0.37815  1.62226  -2.70338
C  -4.80898  -0.51132  -4.51316
F  0.41956  1.21861  2.10262
O  -1.12800  -0.98959  -2.28141
H  -4.22802  -1.14371  -0.10546
H  0.26065  -8.83510  5.53819
P  -6.55274  -1.96593  -1.33995
H  -0.96786  -4.01153  6.45655
H  6.62211  5.00788  -3.40970
H  -0.52213  6.75039  2.16704
O  0.92003  -4.60679  4.93677
H  -4.02535  -0.57799  -2.51458
H  -1.57629  -2.45073  5.89875
H  -5.43088  -1.64656  2.40416
Ti  2.37843  1.09921  -0.04757
H  1.29827  5.06580  4.08941
O  -0.82479  -6.27335  4.47817
C  -0.78763  -4.84371  0.21809
O  1.49455  4.51582  2.21845
H  -10.48506  -2.23878  -2.14994
F  -0.71691  2.78825  -2.25389
H  2.55312  0.31523  -4.99954
C  8.65598  -1.05248  -3.17832
C  -0.42330  0.15776  2.16588
P  -0.26466  -4.88189  4.13903
O  -5.94762  -0.85471  -2.27024
H  6.64584  -1.20266  -3.95076
H  3.83651  -1.34103  -2.90336
H  -4.91283  0.10488  2.41735
H  4.39028  6.53796  -0.24273
H  5.80910  4.57147  -1.82337
C  3.93807  -0.99504  -3.93199
O  5.90290  2.40204  -3.34201
C  -0.33430  6.05126  2.98193
H  2.48488  -1.34617  -5.50073
O  2.58234  3.65249  -0.04834
H  -3.77935  -1.12157  1.97128
O  -1.35695  -1.73159  0.46216
H  -8.51534  -3.28993  -0.04007
C  -5.07751  -0.69730  0.41143
H  -10.96331  -3.66574  -1.19576
O  -1.55641  -3.98752  4.44525
C  4.15417  6.68935  0.81057
P  5.31441  0.99225  -2.72092
C  -4.83804  -0.86593  1.92744
O  -8.17996  -1.90457  -1.43431
O  4.70875  0.18558  -4.04953
C  5.53646  6.94044  1.56059
H  -1.45345  -8.54449  5.24529
C  -0.41133  6.83122  -1.46933
C  -1.21522  -4.78591  1.70904
H  0.95862  5.30541  -1.80657
H  0.21174  7.49453  -2.06924
H  -5.30060  0.32773  0.11538
H  -0.78614  6.52770  3.85197
S  -0.84854  0.21438  -1.47398
H  -3.94735  -0.80861  -5.11090
P  2.26056  4.84285  0.82041
H  -0.66542  -5.88717  -0.07233
H  -3.91154  -3.81929  6.19724
H  7.85985  2.99737  -3.46241
H  4.43724  -1.83521  -4.41474
F  -0.99835  1.52743  -3.88963
H  -1.55385  -4.47398  -0.46332
O  1.40338  6.08512  0.12644
H  9.01709  -1.61366  -4.04016
O  0.88576  -1.92179  1.06156
H  6.31463  6.25995  1.21491
H  -10.79083  -2.06686  -0.37872
H  7.36055  2.39093  -1.89007
H  -2.83582  -5.24625  6.24089
H  5.47473  6.69626  2.62109
H  -1.07847  6.34251  -2.17939
H  0.13284  -4.35359  -0.09912
H  7.45982  4.95143  -2.06248
H  8.48783  -1.61295  -2.25870
N  0.38533  0.11855  -0.55933
O  -2.03505  0.79604  -0.84185
H  -4.85027  0.56750  -4.66331
O  -0.08329  -4.74638  2.50368
H  9.33131  -0.22808  -2.94944
C  -1.69720  -3.52996  5.80521
C  -2.90623  -4.17410  6.42432
C  -10.42534  -2.71802  -1.17276
H  1.86086  6.44348  3.05273

Mulliken population analysis, charges in e, atoms 1 to 99:
1. C 0.03
2. H 0.33
3. C 0.32
4. C -0.13
5. H -0.07
6. H 0.23
7. H 0.06
8. H 0.27
9. F -0.20
10. H 0.40
11. C -0.07
12. O -0.70
13. H 0.51
14. C 0.01
15. C -0.92
16. H 0.26
17. F -0.17
18. O -0.33
19. F -0.15
20. O -0.26
21. S 0.74
22. C -1.29
23. H 0.39
24. H 0.41
25. H 0.32
26. O -0.26
27. C -0.12
28. H 0.25
29. H 0.36
30. O -0.37
31. C -0.22
32. H 0.28
33. C -1.33
34. H 0.39
35. H 0.41
36. C 0.38
37. C -1.41
38. F -0.24
39. O -0.62
40. H -0.08
41. H 0.34
42. P 0.97
43. H 0.26
44. H 0.36
45. H 0.22
46. O -0.40
47. H -0.06
48. H 0.43
49. H 0.35
50. Ti 0.70
51. H 0.34
52. O -0.04
53. C -1.54
54. O -0.35
55. H 0.30
56. F -0.23
57. H 0.30
58. C -1.27
59. C 0.62
60. P 0.63
61. O -0.29
62. H 0.10
63. H 0.46
64. H 0.26
65. H 0.32
66. H 0.25
67. C -0.40
68. O -0.28
69. C -1.04
70. H 0.39
71. O -0.32
72. H 0.00
73. O -0.37
74. H 0.35
75. C 0.34
76. H 0.35
77. O -0.06
78. C -0.07
79. P 0.65
80. C -0.84
81. O -0.36
82. O -0.31
83. C -1.29
84. H 0.35
85. C -1.32
86. C 0.47
87. H 0.29
88. H 0.33
89. H 0.27
90. H 0.40
91. S 0.82
92. H 0.37
93. P 0.51
94. H 0.46
95. H 0.32
96. H 0.22
97. H 0.28
98. F -0.22
99. H 0.31